[1]
ORCA calculation (ωB97M-V with the def2-TZVPD basis set) on a structure of composition C42H31B2In2N7O26.

Each line ends with the Mulliken charge.
CARTESIAN COORDINATES (ANGSTROEM)
In1 -10.8671 -3.2949 1.8283  0.9907
O1 4.4576 3.1729 -2.6145  -0.5535
C1 -4.3416 -6.7406 0.0206  0.5989
H1 -0.3052 7.8841 -4.5179  0.2665
H2 1.5414 5.6960 0.0279  0.5107
H3 -6.0642 -2.8470 7.9754  0.2702
O2 5.3862 -1.6452 -2.6184  -0.5006
B1 -3.4995 -8.7281 0.9623  0.6830
C2 2.7118 2.5529 5.5659  -0.6264
H4 6.4040 5.0503 0.1671  0.4080
O3 6.3813 3.9757 -2.1479  -0.5073
O4 4.7524 -2.8039 -4.3761  -0.4861
N1 0.9359 1.1228 -11.2795  0.8817
O5 0.3478 3.5937 8.9092  -0.4579
C3 3.1089 -2.1114 -2.8386  0.3276
C4 1.3848 -0.9989 -1.6431  -0.2228
H5 -5.2010 -2.2152 6.5341  0.2164
H6 -1.1948 2.2713 5.5509  0.4742
C5 -5.5774 -3.1069 7.0353  -0.6513
H7 3.3660 -0.3687 -1.5316  0.4830
C6 1.2064 -3.9531 2.0358  -0.3451
O6 -3.4784 -9.9558 0.1868  -0.3440
O7 -5.3747 0.9213 0.0248  -0.4711
O8 -3.1963 -7.5141 0.1351  -0.3282
O9 -3.4065 1.9576 -0.8445  -0.4022
O10 -4.5906 -5.7152 -0.6364  -0.4523
C7 -2.0115 -10.1357 1.9578  0.6024
C8 3.3785 6.1472 1.1423  -0.5626
C9 1.1614 -3.0136 3.0895  -0.6178
C10 1.9790 2.5499 4.3126  -0.4432
H8 0.2369 -4.1846 1.6199  0.4675
O11 5.8830 -2.8790 3.3940  -0.5038
H9 2.4940 -3.9686 -3.7348  0.4969
H10 1.0177 8.9225 -4.2176  0.3067
C11 -3.1499 3.3271 -0.9105  0.5930
H11 -0.0949 2.6739 -6.2562  0.4168
C12 -3.7421 3.9606 0.3971  0.6456
O12 -2.5484 -8.9205 2.0602  -0.2817
H12 5.3500 6.1827 2.0708  0.4404
O13 -3.5245 0.8616 1.3785  -0.4181
H13 0.1388 -3.6385 -3.3367  0.5110
O14 0.7912 -0.0388 -11.5726  -0.4835
H14 3.7896 2.6202 5.5469  0.4579
H15 0.1061 2.2448 3.3805  0.5086
C13 -0.1270 2.4331 5.5564  -0.3257
C14 0.2852 2.8481 -9.5926  -0.2085
H16 2.5114 4.4239 -1.5995  0.4938
C15 2.3099 -2.8004 3.7673  -0.2749
H17 2.6041 2.7554 7.6252  0.4049
C16 -5.4163 -7.3712 1.0011  0.7155
H18 -0.6705 -1.6760 -1.8851  0.6074
H19 3.0185 6.8947 1.8337  0.4459
C17 0.8287 -2.9298 -2.9028  -0.5318
C18 0.5025 8.0546 -3.8061  -0.6423
C19 0.3705 -1.8546 -2.1104  -0.8856
C20 2.4263 -4.4560 1.5860  -0.5699
C21 2.7032 -1.0623 -2.0275  -0.4406
O15 -1.0631 2.0616 8.3419  -0.4743
O16 -2.5727 3.9782 -1.7200  -0.5203
O17 -6.5956 -6.9435 1.2392  -0.4770
H20 -0.1738 4.2612 -8.0484  0.3913
C22 3.5975 -4.1530 2.2662  -0.3254
H21 4.5767 -4.5187 1.9944  0.4657
In2 -3.7074 10.2068 1.7925  0.9932
N2 -7.5544 -4.0159 5.4501  -0.3879
C23 0.6007 2.3930 4.3291  -0.5286
C24 1.9794 2.6759 6.7478  -0.3002
C25 3.5730 -3.2564 3.3191  0.2664
N3 -0.0984 2.7845 8.1052  0.8311
B2 -4.2053 1.6776 0.3459  0.9211
N4 4.8282 -2.8426 3.9577  0.9090
C26 0.0965 0.9197 -7.6102  -0.3560
H22 1.1259 -0.1997 -0.9643  0.4773
C27 0.0036 2.3041 -7.2661  -0.3698
O18 -6.2948 -1.0034 0.8003  -0.5815
N5 5.1918 3.8707 -1.9334  0.9542
C28 4.5509 4.5868 -0.7972  0.3857
C29 0.4308 0.5338 -8.9370  -0.3062
N6 4.5088 -2.2036 -3.3033  0.8855
O19 -4.9248 -8.4822 1.5080  -0.3416
O20 -2.4014 -11.8858 0.1746  -0.3419
C30 -0.0521 8.4451 -2.5272  0.3054
C31 5.3342 5.0145 0.3104  -0.4896
H23 -4.7455 -3.7808 7.2397  0.2821
O21 -1.1977 -10.6589 2.6898  -0.3325
O22 1.3745 1.9807 -12.0785  -0.4785
N7 -0.5123 8.7330 -1.4991  -0.4153
C32 -6.7047 -3.6049 6.1331  0.2832
H24 -0.0917 0.1748 -6.8513  0.4402
C33 0.0484 3.2331 -8.2932  -0.3795
C34 -2.6119 -10.7647 0.6390  0.6925
O23 -4.1232 -1.0513 2.5108  -0.6097
H25 2.4808 2.5384 3.3563  0.5070
C35 4.7274 5.8251 1.2640  -0.3395
H26 0.5987 -0.4720 -9.2928  0.4618
H27 2.3399 -2.1857 4.6548  0.4762
C36 0.4770 1.4839 -9.9406  0.2760
C37 2.6063 5.5547 0.1402  -0.4224
C38 0.5855 2.6063 6.7823  0.3984
O24 -3.6823 5.1140 0.6781  -0.5446
C39 3.1665 4.7583 -0.8086  -0.4168
O25 -4.4502 2.9748 1.0146  -0.4475
C40 2.1810 -3.0715 -3.2213  -0.4640
H28 0.2237 -2.5532 3.3638  0.4882
C41 -4.2153 -0.1988 1.6030  0.6934
O26 4.8378 -2.4718 5.1270  -0.5157
H29 2.3694 -5.1382 0.7506  0.4659
H30 1.0977 7.1653 -3.5983  0.1968
C42 -5.4025 -0.1940 0.7204  0.5965
H31 0.3793 3.6245 -10.3374  0.4354

## Properties
LUMO level	-14.810	eV
gap between HOMO and LUMO	0.046	Eh
net charge	+4
highest occupied orbital energy	-16.05	eV


[2]
ORCA calculation (ωB97M-V with the def2-TZVPD basis set) on an isolated molecule of C6H10N2.

Each line ends with the natural charge from an NBO analysis.
CARTESIAN COORDINATES (ANGSTROEM)
C1 -0.1875 -1.5412 0.7544  -0.2586
C2 0.8065 -0.5187 0.8674  -0.2742
H1 2.1870 0.5015 -1.7846  0.3776
N1 -1.1992 -0.8837 -0.1811  -0.4066
H2 -1.1096 -1.3167 1.6677  0.1884
H3 -1.0546 0.4675 -1.9572  0.2066
H4 1.8672 2.2938 -1.1196  0.3650
H5 0.1118 -1.0724 -2.0013  0.2077
C3 -0.3004 -0.2586 -1.3658  -0.2584
H6 0.1202 -2.6688 0.6423  0.2316
H7 -2.1790 0.8909 0.1671  0.2019
C4 -0.1390 0.7868 0.8218  -0.2649
C5 0.6888 0.4260 -0.3882  0.0731
H8 1.8554 -0.4004 1.4866  0.2605
H9 0.3513 1.7618 1.0955  0.2367
N2 1.8690 1.0595 -0.8430  -0.8451
H10 -2.1519 0.1067 1.4995  0.2071
C6 -1.5360 0.3660 0.6384  -0.2484

## Properties
LUMO level	0.869	eV
energy relative to the best compared isomer or geometry (same formula, charge and spin)	575.41	kJ/mol
gap between HOMO and LUMO	0.340	Eh
net charge	0
highest occupied orbital energy	-8.38	eV
SMILES string	N[C@@]12CN3C[C@@H]1[C@@H]2C3


[3]
ORCA calculation (ωB97M-V with the def2-TZVPD basis set) on a cluster of 2 separate species, C6H10O in total.

Each line ends with the natural charge from an NBO analysis.
CARTESIAN COORDINATES (ANGSTROEM)
C1 -0.8988 1.9356 -1.1669  -0.3735
C2 0.3252 -0.6552 -2.2461  -0.3010
O1 0.7933 1.0739 2.7779  -0.9497
H1 0.7890 0.1942 2.3805  0.4780
H2 -0.9222 2.9568 -0.8100  0.2024
H3 0.2849 1.3326 0.4153  0.2316
H4 1.0114 -2.2364 -0.3297  0.2079
C3 0.2058 -0.3307 -0.9284  -0.0873
C4 -0.1461 1.0454 -0.5402  -0.2242
H5 -1.5070 1.7498 -2.0445  0.1874
H6 -0.3445 -0.2790 -3.0022  0.2022
H7 -0.0276 -1.9690 2.0579  0.1965
H8 0.9515 0.9475 3.7164  0.4704
C5 -0.3965 -1.5332 1.1347  -0.4823
H9 1.0436 -1.4101 -2.5242  0.1921
H10 -1.4694 -1.3630 1.1314  0.2132
C6 0.3072 -1.4592 -0.0219  -0.1636

## Properties
LUMO level	-0.042	eV
energy relative to the best compared isomer or geometry (same formula, charge and spin)	334.42	kJ/mol
gap between HOMO and LUMO	0.289	Eh
net charge	0
highest occupied orbital energy	-7.92	eV
SMILES string	C=CC(=C)C=C.O


[4]
ORCA calculation (ωB97M-V with the def2-TZVPD basis set) on a cluster of 2 separate species, C4H10N2O2 in total.

Each line ends with the natural charge from an NBO analysis.
CARTESIAN COORDINATES (ANGSTROEM)
H1 -0.5068 -1.5455 0.1072  0.4388
O1 -0.1275 0.7535 1.1980  -0.6539
H2 -0.1670 1.7268 -2.9285  0.2354
N1 -0.6540 -1.4279 1.0956  -0.8300
H3 -1.1516 -2.1651 1.5671  0.3772
C1 0.4780 0.8706 -3.0913  -0.7289
N2 1.5754 0.6662 -0.9435  -0.7966
C2 -1.1841 -0.1737 3.1298  -0.7155
H4 -1.1797 0.8479 3.4790  0.2462
H5 -0.0432 0.2827 -3.8481  0.2379
H6 1.4044 1.1333 -3.6135  0.2231
H7 1.8482 1.6123 -1.1252  0.3988
H8 1.5751 0.1706 -0.0734  0.4268
H9 -0.3867 -0.6926 3.6707  0.2321
O2 0.3988 -1.0951 -1.7398  -0.6724
H10 -2.0734 -0.7808 3.2819  0.2215
C3 -0.6471 -0.2237 1.7177  0.6775
C4 0.8412 0.0405 -1.8838  0.6820

## Properties
LUMO level	0.909	eV
energy relative to the best compared isomer or geometry (same formula, charge and spin)	43.73	kJ/mol
gap between HOMO and LUMO	0.383	Eh
net charge	0
highest occupied orbital energy	-9.52	eV
SMILES string	CC(N)=O.CC(N)=O


[5]
ORCA calculation (ωB97M-V with the def2-TZVPD basis set) on a structure of composition C15H14InN5O4S.

Each line ends with the natural charge from an NBO analysis.
CARTESIAN COORDINATES (ANGSTROEM)
O1 -1.8691 -1.7831 5.9417  -0.5151
C1 1.7384 -2.9211 -0.9019  0.2349
H1 4.1441 -2.3307 1.9099  0.2534
O2 -0.4451 -3.1084 4.8665  -0.6282
H2 2.5606 1.2427 3.6777  0.2576
H3 -2.9650 2.1823 1.5121  0.2413
C2 3.4801 -1.4773 1.9010  -0.2346
C3 2.5844 -1.2849 0.8652  0.3370
C4 3.7040 -3.3503 -1.8345  -0.0203
C5 3.4812 -0.5608 2.9400  -0.1124
H4 2.4155 -4.9548 -3.4652  0.2601
N1 -2.2399 -0.1173 3.8766  -0.4650
H5 -2.8983 2.5127 3.2515  0.2603
C6 1.6759 -4.5444 -2.7859  -0.4324
C7 2.5913 0.4987 2.8945  -0.2219
H6 4.3933 -3.8028 -2.5264  0.2712
N2 2.3494 -3.6175 -1.8655  -0.2900
C8 -3.1466 1.7650 2.4988  -0.6698
N3 -1.6911 -0.1393 1.7594  -0.5857
N4 2.6739 -2.2011 -0.2521  -0.3313
H7 0.9191 -4.0124 -3.3607  0.2433
H8 -2.6602 0.1341 4.7655  0.4738
O3 0.2511 -3.1647 2.1374  -0.5474
N5 1.7215 -0.2842 0.7957  -0.4934
In1 -0.8271 0.4117 -0.6191  0.9243
C9 -1.4782 -1.2281 3.7282  0.0959
H9 -0.0892 -3.2450 3.9696  0.5088
S1 0.0290 -3.2642 -0.6865  0.7233
H10 4.8106 -1.9875 -0.5120  0.2706
C10 -1.2795 -2.0890 4.9475  0.7564
C11 -1.1373 -1.2399 2.3984  -0.0764
C12 3.9089 -2.4730 -0.8400  -0.0414
H11 1.0344 1.4136 1.7472  0.2056
O4 -0.5025 -2.0717 0.3082  -0.7039
C13 1.7360 0.5878 1.8113  0.0466
H12 1.2175 -5.3613 -2.2285  0.2411
H13 -4.2112 1.5443 2.5877  0.2698
C14 -0.4035 -2.2693 1.6909  0.8005
C15 -2.3512 0.5244 2.6887  0.4349
H14 4.1685 -0.6766 3.7671  0.2586

## Properties
LUMO level	-6.493	eV
gap between HOMO and LUMO	0.341	Eh
net charge	+2
highest occupied orbital energy	-15.79	eV


[6]
ORCA calculation (ωB97M-V with the def2-TZVPD basis set) on the ion C6H17N6O3 with charge +1.

Each line ends with the natural charge from an NBO analysis.
CARTESIAN COORDINATES (ANGSTROEM)
C1 -1.2736 1.4356 0.5288  -0.2133
H1 4.9007 1.0246 -0.4993  0.5043
O1 4.2033 1.0118 0.1396  -0.7174
H2 -5.6216 -0.4994 -1.0227  0.4999
H3 -3.0193 1.1308 2.3446  0.4020
N1 1.6689 0.3750 -0.3020  -0.2164
H4 0.6569 3.3530 -1.3124  0.4086
H5 2.1982 -2.3274 -1.1687  0.2214
H6 -0.0221 -0.2163 -0.8879  0.3974
N2 0.1894 2.9528 -0.4368  -0.8166
H7 4.4490 -1.1774 0.0591  0.2155
C2 -0.5483 1.7801 -0.5952  0.0996
H8 -3.7311 -1.0648 -1.8532  0.1920
H9 3.7832 -0.3416 1.6654  0.2220
O2 -4.8764 -0.2203 -0.4051  -0.7364
H10 2.1502 1.2864 -0.1510  0.4182
H11 0.3435 -2.3738 0.8793  0.4952
H12 0.8177 2.8408 0.4247  0.3579
C3 3.8572 -0.2832 0.5409  -0.1127
C4 2.4577 -0.5669 0.0569  0.2361
O3 0.5573 -2.0052 -0.0085  -0.7165
H13 -0.9770 1.7642 -1.5149  0.2317
N3 0.5191 0.5794 -0.9102  -0.4384
H14 -0.8868 1.9903 1.3904  0.2157
H15 -3.7158 -0.2569 1.6576  0.3994
N4 -2.2938 0.5546 0.4665  0.1575
C5 -3.7455 -0.9647 -0.7034  0.0488
H16 2.3843 -2.4565 0.6840  0.1975
N5 -2.4764 -0.1781 -0.5495  -0.3625
H17 -3.6418 -1.9003 -0.1621  0.1648
C6 1.9429 -1.9949 -0.1637  -0.1157
N6 -2.8743 0.2913 1.6957  -0.6396

## Properties
LUMO level	-2.797	eV
energy relative to the best compared isomer or geometry (same formula, charge and spin)	187.78	kJ/mol
gap between HOMO and LUMO	0.295	Eh
net charge	+1
highest occupied orbital energy	-10.82	eV


[7]
ORCA calculation (ωB97M-V with the def2-TZVPD basis set) on a structure of composition C19H16N4O3PdS2.

Each line ends with the Mulliken spin population.
CARTESIAN COORDINATES (ANGSTROEM)
H1 0.8065 3.8533 0.3607  -0.0203
C1 -1.8353 -1.0852 -2.1084  0.0259
C2 0.1144 -3.5589 0.9179  0.1466
C3 -2.9085 1.1590 3.2751  0.0004
H2 2.7040 6.4876 -1.0619  -0.0012
H3 -2.9155 3.2283 3.9181  0.0009
C4 -1.1965 -5.2552 -0.2310  -0.0503
C5 2.2997 3.0618 -1.3191  0.1206
H4 -1.5202 2.2940 4.4992  0.0005
S1 -1.6950 0.1026 2.4293  0.0133
H5 -3.7441 1.3435 2.6020  0.0007
H6 4.7112 3.6733 -3.6073  0.0034
C6 -1.3848 -2.9280 -1.0302  0.0150
N1 -2.3721 -3.1842 -1.9195  0.0289
Pd1 0.5570 -0.6593 -0.1703  1.4199
H7 3.3841 1.8093 -2.6317  0.0062
C7 -2.6663 -2.0407 -2.6051  0.0475
H8 -1.7553 -0.0473 -2.3793  0.0049
C8 -0.8308 -3.9278 -0.1289  0.1081
N2 -1.0512 -1.6435 -1.1340  0.1597
O1 1.7312 0.7623 -1.1442  0.1088
H9 4.3893 6.0004 -2.8449  0.0049
C9 -2.2048 2.4430 3.6658  0.0001
H10 -3.2608 0.6152 4.1500  0.0003
N3 -0.0215 1.1876 0.7148  0.1097
H11 1.2958 -4.2714 2.5702  -0.0024
N4 0.6420 2.2822 0.1927  0.0891
C10 0.6005 -4.5886 1.8053  0.1691
C11 -0.6963 -6.2231 0.6401  0.2639
H12 0.5801 -6.6496 2.3283  0.0029
C12 -0.8752 1.4237 1.6630  0.0461
C13 0.2057 -5.8821 1.6657  -0.0471
H13 -1.8800 -5.5862 -1.0010  0.0071
C14 2.8814 5.4884 -1.4349  0.1332
H14 -1.0083 -7.2513 0.5206  0.0023
C15 1.5136 1.9511 -0.7312  0.0272
H15 -3.4255 -2.0037 -3.3654  0.0028
H16 -2.8336 -4.0680 -2.0567  -0.0018
C16 3.9798 3.8807 -2.8383  0.2810
O2 0.5300 -2.3862 1.1038  0.3506
S2 -1.2497 3.0143 2.2296  0.0243
C17 2.1124 4.4230 -0.8666  0.2012
C18 3.7970 5.2111 -2.4042  -0.0105
C19 3.2319 2.8245 -2.2921  0.0040
O3 1.2638 4.7200 0.0544  0.2028

## Properties
multiplicity	5
LUMO level (alpha / beta)	-5.466 / -8.633	eV
⟨S²⟩	6.07
energy relative to the best compared isomer or geometry (same formula, charge and spin)	4.56	kJ/mol
gap between HOMO and LUMO (alpha / beta)	0.315 / 0.200	Eh
net charge	+2
highest occupied orbital energy (alpha / beta)	-14.04 / -14.06	eV


[8]
ORCA calculation (ωB97M-V with the def2-TZVPD basis set) on a cluster of 2 separate species, C5H11NO2 in total.

Each line ends with the natural charge from an NBO analysis.
CARTESIAN COORDINATES (ANGSTROEM)
N1 2.1474 -1.2990 1.1017  -0.8248
H1 2.4235 -0.4839 1.6215  0.4073
C1 -1.2357 1.3299 -0.6813  -0.4524
H2 1.6836 -2.2009 -1.7954  0.5058
C2 2.1673 -1.2067 -0.2491  0.8995
H3 0.1388 -0.1812 -1.3543  0.1937
H4 -1.6488 1.4092 -1.6917  0.2064
O1 2.6200 -0.2331 -0.8925  -0.6719
C3 0.1509 0.7157 -0.7474  -0.7161
H5 0.5821 0.6644 0.2440  0.1949
H6 -2.2477 -0.5503 -0.2013  0.1873
H7 -2.9229 0.0144 2.0516  0.1957
H8 -1.1931 2.3347 -0.2520  0.2034
C4 -2.1505 0.4732 0.1486  -0.1492
O2 1.6295 -2.2992 -0.8355  -0.6849
H9 -2.3913 1.7510 1.7992  0.1869
H10 1.3998 -1.8310 1.5218  0.4061
H11 1.4127 0.8194 -1.1584  0.3231
C5 -2.5658 0.7735 1.3706  -0.4109

## Properties
LUMO level	0.598	eV
energy relative to the best compared isomer or geometry (same formula, charge and spin)	273.98	kJ/mol
gap between HOMO and LUMO	0.354	Eh
net charge	0
highest occupied orbital energy	-9.03	eV
SMILES string	NC(=O)O.C=CCC


| no. | E_tot (eV) |
| --- | --- |
| 1 | -119363.0386 |
| 2 | -9358.4733 |
| 3 | -8427.7744 |
| 4 | -11386.4496 |
| 5 | -47418.2507 |
| 6 | -21567.7822 |
| 7 | -57199.2280 |
| 8 | -10946.4273 |